Entry 1:
DFT (ωB97M-V/def2-TZVPD) results for 3 unconnected molecules or ions with the total composition C23H45N2O5S2 in a non-equilibrium geometry.

```
77
Properties=species:S:1:pos:R:3:lowdin_charge:R:1
O -4.77 2.30 -2.58 0.100
C -3.67 2.79 -2.61 -0.348
O -3.11 3.35 -1.53 -0.023
C -1.69 3.10 -1.39 -0.171
C -1.37 2.91 0.09 -0.147
C -0.54 1.65 0.33 -0.208
C 0.27 1.70 1.62 -0.124
C 1.19 0.48 1.73 -0.234
N 2.65 0.66 1.92 0.180
C 3.20 -0.45 2.23 0.044
C 2.19 -1.54 2.41 -0.081
C 0.92 -0.67 2.70 -0.225
C 0.86 -0.24 4.18 -0.141
C -0.44 -0.62 4.92 -0.230
C -0.32 -1.91 5.74 -0.468
S -0.96 -3.39 4.90 0.924
C 0.49 -3.99 4.06 -1.069
S 1.87 -4.25 4.91 0.705
N 0.40 -4.16 2.70 -0.160
C 1.42 -5.04 2.11 -0.196
C 1.04 -5.40 0.69 -0.193
O -0.10 -6.24 0.66 -0.109
C -1.05 -5.91 1.66 -0.172
C -0.93 -4.46 2.10 -0.161
H -3.11 2.83 -3.55 0.125
H -1.13 3.93 -1.82 0.125
H -1.43 2.20 -1.96 0.122
H -2.32 2.82 0.61 0.127
H -0.82 3.78 0.46 0.116
H 0.15 1.51 -0.50 0.094
H -1.20 0.77 0.34 0.130
H 0.88 2.60 1.59 0.116
H -0.38 1.75 2.50 0.128
H 1.15 0.00 0.74 0.155
H 3.16 1.53 1.83 0.175
H 4.27 -0.59 2.38 0.164
H 2.48 -2.12 3.28 0.080
H 2.05 -2.14 1.51 0.139
H -0.02 -1.16 2.45 0.147
H 1.04 0.83 4.28 0.118
H 1.69 -0.73 4.71 0.110
H -0.73 0.19 5.59 0.114
H -1.26 -0.74 4.21 0.100
H 0.71 -2.11 6.03 0.038
H -0.92 -1.84 6.64 0.078
H 1.51 -5.97 2.69 0.125
H 2.40 -4.57 2.10 0.102
H 1.86 -5.93 0.22 0.134
H 0.85 -4.48 0.11 0.122
H -0.99 -6.59 2.51 0.135
H -2.05 -6.02 1.22 0.134
H -1.05 -3.84 1.21 0.128
H -1.75 -4.21 2.76 0.071
C -4.51 1.26 -7.57 -0.057
C -3.14 1.40 -6.95 -0.492
C -2.49 0.04 -6.71 -0.064
O -3.22 2.13 -5.72 -0.077
H -5.18 0.70 -6.91 0.084
H -4.96 2.24 -7.74 0.082
H -4.46 0.74 -8.53 0.082
H -2.50 2.00 -7.60 0.137
H -3.09 -0.55 -6.02 0.081
H -1.50 0.16 -6.26 0.075
H -2.38 -0.51 -7.64 0.081
H -3.79 1.62 -5.12 0.071
C 2.96 5.12 -0.93 -0.047
C 2.92 3.60 -0.87 -0.503
C 4.14 2.97 -1.52 -0.055
O 1.72 3.11 -1.48 -0.061
H 2.98 5.45 -1.97 0.090
H 2.08 5.55 -0.46 0.082
H 3.85 5.51 -0.43 0.087
H 2.85 3.29 0.18 0.109
H 4.20 3.24 -2.57 0.089
H 4.10 1.88 -1.46 0.075
H 5.06 3.31 -1.03 0.085
H 1.74 3.38 -2.41 0.101
```

Its spin multiplicity is 1. As for the HOMO energy: -10.95 eV. For the lowest unoccupied orbital energy, the calculation gives -4.2 eV. The net charge is +1. The value obtained for the gap between HOMO and LUMO is 6.8 eV.

=====

Entry 2:
DFT (ωB97M-V/def2-TZVPD) results for 3 unconnected molecules or ions with the total composition C23H46BBr2N2O4 in a non-equilibrium geometry.

```
78
Properties=species:S:1:pos:R:3:mulliken_spin:R:1
C 2.30 -2.12 0.82 -0.002
C 2.15 -3.34 -0.15 0.000
C 1.29 -4.52 0.41 0.000
Br 2.08 -5.19 2.11 0.000
B -0.29 -4.19 0.70 0.000
O -0.58 -3.14 1.70 0.000
C -1.19 -2.03 1.07 0.000
C -1.33 -2.56 -0.42 0.000
Br -2.75 -1.77 -1.54 0.000
O -1.20 -3.97 -0.45 0.000
H 3.38 -1.92 0.99 0.004
H 1.82 -2.26 1.80 0.000
H 1.84 -1.24 0.33 0.000
H 1.72 -2.98 -1.10 0.000
H 3.18 -3.74 -0.32 0.000
H 1.38 -5.34 -0.33 0.000
H -0.70 -5.24 1.17 0.000
H -2.12 -1.87 1.64 0.000
H -0.57 -1.11 0.96 0.000
H -0.37 -2.25 -0.89 0.000
C 6.65 2.53 2.94 0.016
C 6.09 1.27 2.24 0.018
C 6.83 0.02 2.75 0.020
C 8.25 -0.11 2.20 -0.019
C 8.26 0.00 0.68 0.017
C 7.54 1.25 0.16 0.031
N 6.20 1.43 0.76 0.333
O 5.39 0.56 0.19 0.590
C 8.42 2.49 0.44 0.011
C 7.47 1.18 -1.37 -0.005
C 4.63 1.19 2.70 -0.014
H 7.70 2.44 3.23 0.001
H 6.54 3.42 2.32 -0.012
H 6.11 2.74 3.87 0.002
H 6.27 -0.87 2.46 0.002
H 6.86 0.03 3.84 0.001
H 8.90 0.65 2.64 0.000
H 8.67 -1.07 2.50 0.002
H 9.29 -0.02 0.32 0.001
H 7.77 -0.90 0.27 0.004
H 7.89 3.41 0.16 -0.009
H 9.33 2.45 -0.16 0.001
H 8.74 2.58 1.47 0.001
H 6.96 0.28 -1.72 0.000
H 8.47 1.17 -1.80 0.000
H 6.94 2.05 -1.78 0.000
H 4.06 2.05 2.36 -0.002
H 4.58 1.16 3.79 0.000
H 4.13 0.29 2.35 0.007
C -7.10 2.47 -0.23 0.015
C -6.85 2.12 -1.72 0.021
C -8.14 2.34 -2.52 0.021
C -9.20 1.27 -2.29 -0.020
C -8.62 -0.13 -2.49 0.021
C -7.35 -0.37 -1.67 0.020
N -6.35 0.72 -1.83 0.322
O -5.79 0.59 -3.00 0.602
C -7.72 -0.54 -0.18 0.014
C -6.75 -1.73 -2.06 -0.013
C -5.80 3.14 -2.19 -0.007
H -8.13 2.31 0.08 0.001
H -6.44 1.90 0.43 -0.010
H -6.89 3.52 -0.03 0.002
H -7.90 2.36 -3.59 0.004
H -8.56 3.33 -2.29 0.002
H -9.63 1.37 -1.28 0.000
H -10.03 1.42 -2.98 0.002
H -9.37 -0.87 -2.24 0.001
H -8.40 -0.26 -3.55 0.006
H -6.82 -0.62 0.44 -0.007
H -8.30 -1.45 -0.03 0.000
H -8.34 0.27 0.21 0.001
H -6.54 -1.81 -3.12 0.001
H -7.45 -2.53 -1.82 0.000
H -5.83 -1.93 -1.51 0.001
H -4.87 3.01 -1.64 -0.001
H -6.16 4.15 -2.01 0.000
H -5.60 3.06 -3.25 0.001
```

The expectation value of S² is 2.008. Its spin multiplicity is 3. As for the HOMO energy (alpha / beta): -4.24 / -4.24 eV. For the lowest unoccupied orbital energy (alpha / beta), the calculation gives 2.2 / 1.8 eV. The net charge is -1. The value obtained for the gap between HOMO and LUMO (alpha / beta) is 6.5 / 6.1 eV.

=====

Entry 3:
DFT (ωB97M-V/def2-TZVPD) results for a molecular structure, C23H47BeNO2S2Si2 in a non-equilibrium geometry.

```
78
Properties=species:S:1:pos:R:3:lowdin_charge:R:1
O -1.29 2.79 -1.99 -0.145
O -1.88 1.55 -4.65 -0.214
C -2.71 3.22 -1.59 -0.112
C -2.65 4.16 -0.42 -0.045
H -3.28 2.31 -1.38 0.125
H -3.06 3.67 -2.51 0.105
H -2.23 3.67 0.47 0.090
H -3.67 4.47 -0.16 0.095
H -2.09 5.07 -0.65 0.087
C -0.40 3.77 -2.77 -0.101
C -1.23 4.56 -3.72 -0.071
H 0.33 3.13 -3.28 0.125
H 0.09 4.39 -2.01 0.120
H -1.72 3.91 -4.45 0.070
H -0.59 5.25 -4.28 0.104
H -1.97 5.19 -3.22 0.083
C -0.79 0.90 -5.31 -0.260
C -3.20 1.18 -5.04 -0.266
C -0.04 1.91 -6.16 -0.068
H -1.13 0.04 -5.91 0.127
H -0.15 0.53 -4.50 0.106
H -0.69 2.28 -6.96 0.075
H 0.83 1.44 -6.62 0.082
H 0.28 2.76 -5.55 0.062
C -3.62 1.92 -6.29 -0.073
H -3.82 1.46 -4.18 0.108
H -3.27 0.08 -5.17 0.122
H -3.45 3.00 -6.16 0.077
H -4.67 1.75 -6.51 0.078
H -3.02 1.59 -7.14 0.074
H -0.88 2.10 -1.37 0.079
Be -0.27 0.44 0.06 -0.084
C -1.26 0.07 -1.38 -0.259
Si -2.37 -1.46 -1.38 0.437
H -2.05 0.81 -1.60 -0.025
H -0.65 0.06 -2.30 0.005
C -4.16 -0.85 -1.55 -0.187
C -2.37 -2.61 0.10 -0.195
C -1.98 -2.52 -2.89 -0.186
C 0.52 1.97 0.28 -0.299
Si 2.33 2.02 -0.22 0.429
H 0.45 2.11 1.37 0.022
H 0.01 2.86 -0.12 -0.011
C 2.84 3.81 -0.52 -0.196
C 2.63 1.05 -1.81 -0.184
C 3.40 1.31 1.15 -0.176
H -1.73 -1.89 -3.76 0.009
H -2.84 -3.15 -3.15 0.028
H -1.13 -3.18 -2.68 0.030
H -4.42 -0.20 -0.70 0.027
H -4.84 -1.70 -1.56 0.029
H -4.30 -0.28 -2.48 0.008
H -2.75 -2.12 1.00 0.004
H -1.37 -3.01 0.33 0.025
H -3.02 -3.47 -0.13 0.036
H 2.69 1.74 -2.67 0.019
H 1.84 0.32 -2.01 0.006
H 3.59 0.52 -1.73 0.030
H 4.46 1.31 0.84 0.032
H 3.12 0.28 1.41 0.018
H 3.31 1.93 2.05 0.035
H 3.93 3.89 -0.46 0.027
H 2.40 4.46 0.24 0.030
H 2.52 4.16 -1.51 0.007
S -1.80 0.36 2.01 0.642
C -0.55 -0.74 2.04 -1.105
N 0.35 -0.84 1.00 -0.035
C 1.27 -1.88 1.15 -0.288
C 2.25 -2.27 0.22 -0.014
C 3.07 -3.37 0.53 -0.087
C 2.90 -4.06 1.74 -0.100
C 1.92 -3.68 2.66 -0.096
C 1.11 -2.59 2.35 -0.473
S -0.23 -1.95 3.29 1.018
H 2.35 -1.72 -0.71 0.101
H 3.84 -3.68 -0.17 0.099
H 3.54 -4.92 1.96 0.101
H 1.76 -4.20 3.60 0.106
```

Its spin multiplicity is 1. As for the HOMO energy: -7.22 eV. For the lowest unoccupied orbital energy, the calculation gives 0.2 eV. The value obtained for the gap between HOMO and LUMO is 7.5 eV.

=====

Entry 4:
DFT (ωB97M-V/def2-TZVPD) results for a gas-phase ion, C23H47BrFN3O5PS (charge +1) in a non-equilibrium geometry.

```
82
Properties=species:S:1:pos:R:3:lowdin_charge:R:1
C 1.97 0.03 -4.90 -0.110
C 1.08 -1.17 -4.58 -0.214
C -0.14 -0.79 -3.71 -0.160
C -0.11 -1.44 -2.32 -0.260
C 1.27 -1.21 -1.68 -0.041
C -1.19 -0.89 -1.31 -0.404
P -2.96 -1.13 -1.94 0.243
O -3.09 -0.41 -3.34 -0.177
O -2.93 -2.67 -2.35 -0.157
S -4.39 -0.70 -0.72 0.396
O -1.09 -1.81 -0.24 -0.107
C -1.31 -1.44 1.08 -0.718
Br 0.49 -1.70 2.00 0.848
C -2.33 -2.27 1.81 -0.188
C -2.07 -3.78 1.82 -0.186
C -1.50 -4.34 3.12 -0.201
C -2.23 -3.84 4.39 -0.155
C -1.35 -3.01 5.31 -0.219
O -1.54 -1.64 5.00 -0.195
C -0.74 -0.77 5.77 -0.289
C -1.52 -0.14 6.91 -0.062
N -1.62 -0.02 1.19 0.166
C -0.81 0.73 0.40 -0.287
N -0.04 1.66 0.87 0.032
F -0.08 1.86 2.21 0.100
C 0.89 2.54 0.18 -0.087
C 0.40 3.99 0.10 -0.171
C 1.13 4.70 -1.04 -0.175
C 2.62 4.90 -0.72 -0.165
C 3.52 4.22 -1.71 -0.225
O 3.32 2.81 -1.62 -0.174
C 3.79 2.12 -2.77 -0.247
C 3.89 0.64 -2.47 -0.065
N -0.81 0.51 -0.96 0.013
C -1.65 1.57 -1.60 0.002
H 2.91 -0.27 -5.35 0.086
H 2.13 0.67 -4.04 0.021
H 1.46 0.64 -5.65 0.087
H 1.65 -1.99 -4.14 0.102
H 0.70 -1.56 -5.53 0.107
H -1.01 -1.14 -4.24 0.098
H -0.16 0.30 -3.64 0.105
H -0.30 -2.51 -2.39 0.144
H 1.69 -0.26 -1.99 0.042
H 1.23 -1.24 -0.59 0.027
H 1.94 -2.00 -1.98 0.099
H -3.76 -0.83 -3.90 0.110
H -2.86 -3.21 -1.55 0.085
H -3.28 -2.07 1.33 0.068
H -2.39 -1.87 2.82 0.100
H -1.43 -4.07 0.99 0.110
H -3.02 -4.28 1.64 0.119
H -0.44 -4.14 3.19 0.066
H -1.58 -5.42 3.09 0.111
H -3.10 -3.24 4.14 0.115
H -2.58 -4.70 4.95 0.115
H -0.30 -3.26 5.19 0.119
H -1.61 -3.20 6.36 0.126
H -0.32 0.00 5.11 0.103
H 0.12 -1.30 6.19 0.117
H -0.85 0.31 7.64 0.077
H -2.10 -0.92 7.40 0.076
H -2.20 0.61 6.52 0.073
H -1.53 0.22 2.18 0.142
H 1.11 2.11 -0.79 0.125
H 1.80 2.51 0.78 0.145
H 0.61 4.50 1.04 0.122
H -0.68 4.02 -0.05 0.108
H 1.04 4.06 -1.91 0.110
H 0.64 5.65 -1.24 0.117
H 2.83 4.56 0.29 0.116
H 2.84 5.96 -0.75 0.122
H 4.56 4.44 -1.46 0.132
H 3.32 4.56 -2.72 0.131
H 4.76 2.53 -3.06 0.125
H 3.10 2.31 -3.60 0.110
H 3.63 0.06 -3.35 0.046
H 3.22 0.39 -1.66 0.056
H 4.89 0.37 -2.16 0.088
H -2.67 1.56 -1.24 0.074
H -1.21 2.53 -1.37 0.077
H -1.65 1.46 -2.67 0.087
```

As for the structure (SMILES): CCC[C@@H](C)[C@@]1(P(O)(O)=S)O[C@](Br)(CCCCCOCC)NC(N(F)CCCCCOCC)=[N+]1C. Its spin multiplicity is 1. As for the HOMO energy: -11.78 eV. For the lowest unoccupied orbital energy, the calculation gives -3.0 eV. The net charge is +1. The value obtained for the gap between HOMO and LUMO is 8.8 eV.

=====

Entry 5:
DFT (ωB97M-V/def2-TZVPD) results for 9 unconnected molecules or ions with the total composition C23H47N9O5 in a non-equilibrium geometry.

```
84
Properties=species:S:1:pos:R:3:lowdin_charge:R:1
C -1.04 -5.08 5.97 -0.075
N -1.16 -4.23 4.82 0.008
C -0.69 -2.99 4.76 -0.550
C -0.81 -2.20 3.49 -0.005
O -0.16 -2.41 5.74 -0.019
H -0.17 -5.75 5.97 0.088
H -1.98 -5.61 6.19 0.089
H -0.85 -4.38 6.78 0.078
H -1.63 -4.54 3.95 0.118
H -1.54 -2.63 2.84 0.038
H 0.26 -2.23 3.06 0.077
H -1.08 -1.18 3.73 0.076
C 0.22 7.31 -1.11 -0.083
N -0.85 6.36 -1.45 0.018
C -1.26 6.00 -2.71 -0.540
C -0.71 6.86 -3.81 -0.016
O -2.00 5.08 -2.97 0.030
H 0.13 8.20 -1.70 0.064
H 1.23 6.89 -1.21 0.051
H 0.05 7.53 -0.05 0.086
H -1.09 5.72 -0.72 0.123
H -0.75 7.98 -3.63 0.095
H -1.23 6.65 -4.74 0.076
H 0.34 6.60 -3.99 0.089
C 0.41 -4.17 1.31 -0.033
N -0.81 -4.45 0.48 0.033
C -2.07 -4.58 0.93 -0.516
C -3.10 -5.05 -0.14 -0.018
O -2.49 -4.34 2.07 -0.014
H 0.94 -3.21 0.98 0.100
H 0.96 -5.10 1.14 0.089
H 0.17 -4.16 2.33 0.028
H -0.67 -4.16 -0.47 0.080
H -2.78 -4.78 -1.19 0.074
H -4.04 -4.41 -0.07 0.084
H -3.46 -6.11 0.07 0.101
C 2.59 -3.21 -2.37 -0.026
N 3.12 -2.06 -3.18 0.033
C 2.90 -0.82 -2.79 -0.596
C 3.31 0.25 -3.77 0.003
O 2.41 -0.55 -1.73 0.017
H 2.12 -2.77 -1.49 0.062
H 3.40 -3.86 -2.25 0.051
H 1.85 -3.88 -2.89 0.096
H 3.65 -2.27 -4.02 0.143
H 2.71 0.19 -4.72 0.098
H 4.34 0.16 -4.08 0.071
H 3.09 1.27 -3.38 0.086
C -1.02 0.80 -0.97 -0.077
N -0.62 -0.58 -1.24 0.053
C -1.48 -1.66 -1.42 -0.513
C -2.89 -1.51 -1.17 -0.010
O -1.06 -2.78 -1.74 -0.015
H -0.51 1.37 -1.69 0.029
H -0.76 1.18 0.04 0.057
H -2.16 0.89 -1.13 0.096
H 0.34 -0.80 -1.46 0.085
H -3.10 -1.10 -0.15 0.115
H -3.24 -2.56 -1.17 0.071
H -3.49 -0.82 -1.77 0.079
C -3.02 2.22 -3.57 -0.067
C -1.61 1.81 -3.88 -0.291
N -0.62 1.33 -4.18 0.139
H -3.59 1.35 -3.22 0.069
H -3.47 2.71 -4.49 0.107
H -2.92 2.99 -2.79 0.047
C 2.27 2.65 -0.42 -0.095
C 2.52 3.91 -1.06 -0.271
N 2.75 4.92 -1.61 0.118
H 1.18 2.59 -0.29 0.028
H 2.72 2.61 0.65 0.068
H 2.70 1.82 -0.97 0.053
C 2.86 -0.93 2.84 -0.058
C 3.14 0.51 2.61 -0.243
N 3.31 1.65 2.63 0.145
H 3.82 -1.55 2.69 0.114
H 2.09 -1.37 2.17 0.062
H 2.67 -1.03 3.88 0.069
C 0.28 2.16 4.31 -0.045
C 0.13 2.56 2.87 -0.260
N 0.09 2.81 1.79 0.154
H 0.08 1.09 4.29 0.056
H -0.48 2.64 4.89 0.063
H 1.33 2.26 4.74 0.105
```

Its energy relative to the best compared isomer or geometry (same formula, charge and spin) is 0.0000 eV. As for the structure (SMILES): CNC(C)=O.CNC(C)=O.CNC(C)=O.CNC(C)=O.CNC(C)=O.CC#N.CC#N.CC#N.CC#N. Its spin multiplicity is 1. As for the HOMO energy: -9.26 eV. For the lowest unoccupied orbital energy, the calculation gives 0.5 eV. The value obtained for the gap between HOMO and LUMO is 9.7 eV.

=====

Entry 6:
DFT (ωB97M-V/def2-TZVPD) results for a molecular structure, C23H48Be2ClCsFIN2O15P2S in a non-equilibrium geometry.

```
97
Properties=species:S:1:pos:R:3:lowdin_charge:R:1
C -2.19 -3.54 -2.23 0.090
C -2.56 -2.27 -2.27 -0.168
P -3.25 -0.51 -2.16 1.006
C -4.99 -0.42 -2.87 -0.314
C -5.78 0.95 -2.53 -0.306
C -5.81 1.31 -0.96 -0.643
I -6.51 -0.32 0.32 0.788
O -2.13 0.54 -2.88 -0.322
C -1.51 1.33 -1.78 -0.305
C -0.29 2.25 -2.32 -0.159
H -1.79 -4.52 -1.77 0.089
H -3.33 -0.20 -0.76 0.073
H -5.03 -0.61 -4.01 0.121
H -5.60 -1.28 -2.39 0.071
H -5.32 1.87 -3.08 0.132
H -6.85 0.85 -2.96 0.128
H -4.80 1.68 -0.55 0.011
H -6.55 2.19 -0.84 0.080
H -2.37 1.97 -1.33 0.092
H -1.11 0.63 -0.95 0.135
H 0.59 1.61 -2.74 0.088
H 0.09 2.96 -1.46 -0.150
H -0.60 2.94 -3.19 0.095
C -4.17 4.42 4.09 -0.224
C -5.04 3.17 4.25 -0.199
C -5.47 2.72 2.86 -0.232
S -4.19 3.27 1.74 0.578
O -4.76 4.27 0.84 -0.571
O -3.46 2.11 1.24 -0.393
C -3.19 4.09 2.96 -0.248
H -3.65 4.67 5.01 0.087
H -4.80 5.27 3.80 0.118
H -4.45 2.38 4.73 0.122
H -5.90 3.36 4.89 0.120
H -5.57 1.63 2.80 0.065
H -6.41 3.19 2.56 0.109
H -2.73 4.98 2.53 0.078
H -2.43 3.39 3.30 0.078
C 1.48 2.06 3.82 0.058
N 0.32 2.98 3.93 -0.419
O -0.77 2.50 4.22 0.037
O 0.54 4.16 3.72 0.077
H 1.14 1.04 4.03 0.053
H 1.86 2.13 2.80 0.106
H 2.22 2.37 4.55 0.112
C 2.60 -6.08 -3.36 -0.007
C 3.31 -4.86 -2.74 -0.462
C 4.53 -4.47 -3.60 -0.129
C 4.20 -3.84 -4.96 -0.167
C 2.87 -3.10 -4.97 -0.139
C 2.37 -2.63 -3.58 -0.468
N 2.29 -3.80 -2.70 0.027
O 1.85 -3.51 -1.49 0.135
C 0.95 -2.06 -3.81 -0.029
C 3.27 -1.49 -3.07 0.017
C 3.89 -5.31 -1.37 -0.011
H 1.75 -6.40 -2.74 0.093
H 3.28 -6.93 -3.44 0.101
H 2.21 -5.87 -4.36 0.083
H 5.16 -3.77 -3.05 0.111
H 5.17 -5.35 -3.77 0.133
H 5.01 -3.16 -5.23 0.119
H 4.18 -4.61 -5.73 0.115
H 2.94 -2.25 -5.66 0.129
H 2.11 -3.76 -5.41 0.114
H 0.25 -2.85 -4.13 0.080
H 0.95 -1.29 -4.58 0.097
H 0.54 -1.61 -2.90 0.075
H 3.27 -0.65 -3.78 0.106
H 4.31 -1.79 -2.94 0.079
H 2.91 -1.09 -2.12 0.103
H 4.60 -6.13 -1.50 0.101
H 3.11 -5.67 -0.69 0.094
H 4.43 -4.49 -0.88 0.092
O -0.75 6.92 6.48 -0.377
Cl -1.70 7.20 5.42 0.655
O -0.99 7.57 4.21 -0.375
O -2.56 8.29 5.82 -0.372
O -2.51 6.02 5.17 -0.420
Be -4.42 6.24 0.76 0.299
O 1.65 -1.00 4.62 -0.064
P 0.95 -1.14 5.97 -0.234
O 1.22 -2.54 6.54 -0.185
O -0.56 -0.96 5.78 -0.378
O 1.48 -0.08 6.94 -0.637
C 6.49 -1.12 -0.53 -0.108
C 6.18 -0.68 0.89 -0.326
O 4.78 -0.79 1.12 -0.151
H 5.94 -0.50 -1.24 0.064
H 7.56 -1.04 -0.74 0.068
H 6.17 -2.15 -0.68 0.055
H 6.47 0.36 1.04 0.108
H 6.71 -1.30 1.62 0.106
H 4.54 -1.72 0.99 0.018
Cs -0.25 -0.56 8.35 1.467
Be -0.61 3.96 -0.16 0.484
F 3.03 -1.72 1.24 -0.435
```

Its energy relative to the best compared isomer or geometry (same formula, charge and spin) is 5.4367 eV. Its spin multiplicity is 1. As for the HOMO energy: -5.75 eV. For the lowest unoccupied orbital energy, the calculation gives -4.4 eV. The value obtained for the gap between HOMO and LUMO is 1.4 eV.